(1)
The following is a quantum chemistry calculation of C49H95BF6HgN5O13P as an isolated structure, from the Open Molecules 2025 dataset.

Each line ends with the Mulliken spin population.
CARTESIAN COORDINATES (ANGSTROEM)
Hg: 21.848 9.629 -2.028  0.00
O: 19.626 9.788 -3.168  0.00
C: 18.422 9.766 -3.286  0.00
O: 17.534 8.763 -3.139  0.00
B: 16.184 9.269 -3.039  0.00
O: 16.271 10.711 -3.401  0.00
C: 17.524 10.978 -3.494  0.00
O: 17.998 12.156 -3.598  0.00
O: 15.559 9.130 -1.762  0.00
C: 14.279 8.853 -1.913  0.00
O: 13.457 8.687 -1.057  0.00
C: 14.034 8.444 -3.429  0.00
O: 15.257 8.629 -3.956  0.00
O: 12.966 8.018 -3.827  0.00
P: 21.550 6.696 -1.887  0.00
F: 23.033 7.102 -1.430  0.00
F: 22.278 5.668 -2.988  0.00
F: 21.267 5.664 -0.713  0.00
F: 20.080 6.736 -2.668  0.00
F: 20.944 7.894 -1.039  0.00
F: 21.848 7.825 -3.103  0.00
C: 21.073 10.062 -9.983  0.00
C: 20.903 8.554 -9.554  0.00
C: 22.003 7.699 -10.159  0.00
C: 21.988 6.285 -9.672  0.00
C: 22.151 6.240 -8.162  0.00
C: 21.204 7.187 -7.400  0.00
N: 21.077 8.549 -8.064  0.00
O: 20.144 9.267 -7.451  0.00
C: 19.745 6.592 -7.333  0.00
C: 21.764 7.439 -5.942  0.00
C: 19.504 8.147 -10.014  0.00
H: 20.210 10.652 -9.674  0.00
H: 21.391 10.282 -11.002  0.00
H: 21.920 10.474 -9.435  0.00
H: 21.821 7.804 -11.229  0.00
H: 22.998 8.094 -9.954  0.00
H: 22.769 5.657 -10.100  0.00
H: 21.012 5.814 -9.797  0.00
H: 23.197 6.438 -7.923  0.00
H: 22.091 5.188 -7.882  0.00
H: 19.083 7.236 -6.754  0.00
H: 19.342 6.306 -8.305  0.00
H: 19.793 5.612 -6.858  0.00
H: 22.471 8.247 -5.754  0.00
H: 20.861 7.765 -5.425  0.00
H: 22.124 6.599 -5.348  0.00
H: 18.758 8.428 -9.270  0.00
H: 19.435 7.066 -10.132  0.00
H: 19.022 8.576 -10.893  0.00
H: 20.666 9.859 -6.904  0.00
C: 25.446 3.401 -2.539  0.00
C: 26.166 3.691 -3.889  0.00
C: 25.791 5.135 -4.063  0.00
C: 26.631 5.890 -5.121  0.00
C: 28.024 5.959 -4.502  0.00
C: 28.593 4.495 -4.167  0.00
N: 27.627 3.544 -3.551  0.00
O: 27.950 2.218 -3.290  0.00
C: 29.221 3.896 -5.488  0.00
C: 29.693 4.746 -3.126  0.00
C: 25.719 2.791 -5.059  0.00
H: 24.378 3.622 -2.531  0.00
H: 25.872 3.785 -1.612  0.00
H: 25.419 2.343 -2.278  0.00
H: 24.756 5.097 -4.403  0.00
H: 25.812 5.726 -3.147  0.00
H: 26.190 6.877 -5.261  0.00
H: 26.600 5.355 -6.069  0.00
H: 28.226 6.652 -3.685  0.00
H: 28.538 6.370 -5.371  0.00
H: 28.480 3.263 -5.976  0.00
H: 29.723 4.611 -6.140  0.00
H: 30.143 3.352 -5.288  0.00
H: 30.145 3.832 -2.741  0.00
H: 30.498 5.268 -3.644  0.00
H: 29.251 5.294 -2.293  0.00
H: 24.713 2.412 -4.878  0.00
H: 26.327 1.935 -5.353  0.00
H: 25.787 3.346 -5.995  0.00
H: 27.754 1.759 -4.110  0.00
C: 20.691 9.694 4.401  0.00
C: 20.413 8.194 4.076  0.00
C: 21.725 7.306 4.287  0.00
C: 21.447 5.746 4.341  0.00
C: 20.407 5.354 5.377  0.00
C: 19.087 6.116 4.993  0.00
N: 19.306 7.647 4.966  0.00
O: 18.278 8.529 4.988  0.00
C: 18.548 5.443 3.712  0.00
C: 18.118 5.993 6.227  0.00
C: 20.088 7.982 2.551  0.00
H: 21.413 9.738 5.216  0.00
H: 19.794 10.296 4.543  0.00
H: 21.312 10.001 3.559  0.00
H: 22.549 7.533 3.611  0.00
H: 22.032 7.566 5.300  0.00
H: 22.411 5.275 4.533  0.00
H: 21.276 5.328 3.349  0.00
H: 20.651 5.559 6.419  0.00
H: 20.307 4.275 5.498  0.00
H: 18.197 6.136 2.948  0.00
H: 19.177 4.758 3.143  0.00
H: 17.825 4.702 4.053  0.00
H: 17.933 4.930 6.386  0.00
H: 18.453 6.581 7.082  0.00
H: 17.152 6.279 5.811  0.00
H: 20.077 6.946 2.210  0.00
H: 20.923 8.144 1.869  0.00
H: 19.209 8.524 2.202  0.00
H: 17.902 8.543 4.105  0.00
C: 17.083 5.778 -1.054  0.10
C: 16.527 4.540 -1.798  -0.03
C: 16.959 4.653 -3.316  0.01
C: 18.396 4.139 -3.539  -0.03
C: 18.430 2.790 -3.107  0.03
C: 18.119 2.516 -1.589  -0.04
N: 16.957 3.279 -1.223  0.70
O: 16.486 3.065 0.070  0.04
C: 17.809 1.000 -1.471  0.06
C: 19.312 2.883 -0.560  0.12
C: 15.033 4.736 -1.798  0.05
H: 16.742 5.819 -0.020  0.00
H: 16.753 6.658 -1.605  0.01
H: 18.172 5.753 -1.026  0.00
H: 16.211 4.190 -3.959  0.00
H: 16.889 5.713 -3.560  0.00
H: 19.029 4.749 -2.894  0.00
H: 18.869 4.352 -4.498  0.00
H: 19.404 2.384 -3.377  0.00
H: 17.667 2.328 -3.735  -0.01
H: 17.215 0.802 -2.363  0.00
H: 18.660 0.320 -1.499  0.00
H: 17.282 0.836 -0.531  0.00
H: 19.361 3.959 -0.398  -0.02
H: 19.384 2.390 0.410  0.00
H: 20.242 2.732 -1.108  0.01
H: 14.666 5.080 -0.831  0.00
H: 14.502 3.823 -2.067  -0.01
H: 14.782 5.563 -2.462  0.00
H: 15.832 2.391 -0.127  0.01
C: 22.878 9.457 1.138  0.00
C: 24.329 9.612 0.600  0.00
C: 25.171 8.293 0.849  0.00
C: 26.520 8.228 0.148  0.00
C: 26.118 8.172 -1.312  0.00
C: 25.449 9.537 -1.747  0.00
N: 24.208 9.876 -0.830  0.00
O: 23.562 11.079 -1.143  0.00
C: 26.553 10.577 -1.888  0.00
C: 24.921 9.228 -3.171  0.00
C: 24.958 10.783 1.335  0.00
H: 22.549 10.473 1.357  0.00
H: 22.824 9.087 2.162  0.00
H: 22.296 8.802 0.489  0.00
H: 25.239 8.077 1.916  0.00
H: 24.432 7.542 0.571  0.00
H: 27.137 7.368 0.410  0.00
H: 26.988 9.182 0.392  0.00
H: 25.537 7.317 -1.656  0.00
H: 27.084 7.950 -1.766  0.00
H: 27.240 10.666 -1.047  0.00
H: 27.058 10.537 -2.854  0.00
H: 25.972 11.495 -1.974  0.00
H: 25.740 8.798 -3.748  0.00
H: 24.311 8.330 -3.266  0.00
H: 24.357 10.049 -3.613  0.00
H: 24.342 11.676 1.230  0.00
H: 25.965 11.018 0.989  0.00
H: 25.033 10.570 2.401  0.00
H: 24.172 11.732 -0.793  0.00

Results
total charge: +1
orbital gap (spin up / spin down): 3.933 / 3.775 eV
⟨S²⟩: 0.75
highest occupied orbital energy (spin up / spin down): -0.363 / -0.363 Ha
DFT total energy: -116854.7729 eV
2S+1: 2

(2)
The following is a quantum chemistry calculation of C49H97Li3O19P as an isolated structure, from the Open Molecules 2025 dataset.

Each line ends with the Mulliken charge.
CARTESIAN COORDINATES (ANGSTROEM)
Li: -23.959 18.367 -9.190  0.89
Li: -22.760 16.612 -11.381  0.97
Li: -21.557 16.302 -8.019  0.65
P: -23.697 15.887 -9.369  0.72
O: -22.279 15.446 -9.905  -0.97
O: -24.394 14.582 -8.942  -0.93
O: -24.343 16.860 -10.343  -0.58
O: -23.436 16.689 -8.038  -0.93
O: -20.633 20.249 -10.859  0.17
C: -21.483 19.211 -10.949  0.04
O: -21.804 18.613 -11.988  -0.76
O: -22.100 18.892 -9.984  0.32
H: -20.455 20.180 -11.800  -0.66
C: -16.961 20.871 -8.295  0.21
C: -15.519 20.918 -8.000  -0.96
C: -14.954 21.194 -9.375  -0.43
O: -15.792 20.490 -10.190  -0.43
C: -17.101 20.241 -9.669  1.50
H: -17.408 21.865 -8.292  0.19
H: -17.410 20.329 -7.464  -0.22
H: -15.123 20.087 -7.417  0.35
H: -15.161 21.726 -7.363  0.37
H: -13.906 20.953 -9.554  0.33
H: -15.040 22.262 -9.577  0.23
H: -17.171 19.170 -9.483  -0.99
H: -17.967 20.612 -10.217  -0.09
C: -25.222 20.253 -5.679  -0.55
C: -24.781 21.572 -6.283  -0.54
C: -24.621 21.287 -7.807  -0.51
O: -24.682 19.929 -7.930  -0.17
C: -25.366 19.321 -6.835  -0.60
H: -26.124 20.375 -5.079  0.32
H: -24.553 19.840 -4.925  0.18
H: -23.776 21.816 -5.941  0.12
H: -25.465 22.321 -5.884  0.36
H: -23.644 21.671 -8.098  0.23
H: -25.470 21.717 -8.339  0.33
H: -24.939 18.336 -6.650  0.28
H: -26.397 19.315 -7.191  0.38
C: -16.856 18.245 -12.799  -0.70
C: -18.348 18.381 -12.767  2.10
C: -18.700 18.895 -14.171  1.44
O: -17.540 19.697 -14.501  -0.52
C: -16.376 19.417 -13.721  -0.27
H: -16.515 17.279 -13.172  0.54
H: -16.434 18.320 -11.797  0.12
H: -18.636 19.054 -11.960  -1.61
H: -18.746 17.375 -12.630  0.19
H: -19.602 19.497 -14.282  -0.29
H: -18.786 18.052 -14.856  -1.02
H: -16.201 20.332 -13.155  -0.18
H: -15.513 19.078 -14.295  0.39
C: -17.059 24.473 -13.818  -0.64
C: -16.448 23.093 -13.557  -0.29
C: -16.984 22.639 -12.271  0.82
O: -17.589 23.842 -11.692  -0.29
C: -17.343 25.097 -12.419  -0.39
H: -18.013 24.244 -14.293  0.07
H: -16.352 25.009 -14.451  0.48
H: -15.371 23.260 -13.556  0.37
H: -16.775 22.467 -14.386  0.17
H: -16.199 22.404 -11.552  -0.20
H: -17.603 21.754 -12.417  -0.58
H: -16.466 25.583 -11.988  0.34
H: -18.240 25.715 -12.372  0.13
C: -18.246 15.177 -18.182  -0.54
C: -18.035 16.250 -17.161  -0.35
C: -18.808 15.685 -15.972  0.45
O: -18.940 14.347 -16.184  -0.52
C: -19.102 14.063 -17.556  -0.44
H: -17.374 14.600 -18.489  0.21
H: -18.749 15.485 -19.099  0.31
H: -18.542 17.115 -17.589  0.19
H: -17.012 16.495 -16.876  0.38
H: -19.828 16.010 -15.769  -0.23
H: -18.229 15.903 -15.075  0.01
H: -20.153 14.219 -17.799  0.21
H: -18.796 13.035 -17.747  0.30
C: -24.880 16.272 -14.778  -0.97
C: -23.572 16.803 -15.225  0.44
C: -22.567 16.089 -14.364  0.21
O: -23.280 15.876 -13.115  -0.54
C: -24.695 16.123 -13.252  0.53
H: -24.963 15.263 -15.181  0.42
H: -25.692 16.852 -15.219  0.34
H: -23.465 17.879 -15.092  -0.45
H: -23.304 16.531 -16.246  0.48
H: -21.573 16.530 -14.287  -0.51
H: -22.362 15.104 -14.782  0.45
H: -24.854 17.069 -12.735  -0.76
H: -25.322 15.379 -12.759  0.42
C: -20.368 26.216 -9.917  0.29
C: -20.835 26.942 -8.678  -0.61
C: -20.534 25.938 -7.589  -0.58
O: -20.176 24.668 -8.149  -0.33
C: -19.572 25.013 -9.437  -0.12
H: -19.762 26.882 -10.531  0.44
H: -21.233 25.668 -10.290  -0.29
H: -21.877 27.226 -8.535  0.29
H: -20.303 27.837 -8.354  0.21
H: -21.421 25.858 -6.960  0.32
H: -19.702 26.342 -7.014  0.29
H: -19.469 24.125 -10.061  -0.32
H: -18.535 25.176 -9.143  0.32
C: -19.769 18.727 -5.010  -0.67
C: -20.951 19.476 -5.444  -0.55
C: -20.927 19.323 -6.945  0.60
O: -20.769 17.908 -7.064  0.36
C: -19.844 17.624 -6.019  -0.54
H: -19.788 18.300 -4.007  0.37
H: -18.947 19.435 -5.117  0.15
H: -20.997 20.561 -5.349  0.51
H: -21.868 19.199 -4.923  0.03
H: -20.230 19.952 -7.499  0.02
H: -21.910 19.595 -7.331  -0.61
H: -18.924 17.396 -6.556  0.04
H: -20.163 16.708 -5.521  0.45
C: -25.316 20.044 -11.715  0.51
C: -26.000 21.389 -11.548  0.09
C: -26.589 21.668 -12.900  -0.94
O: -25.673 21.072 -13.818  -0.54
C: -24.925 19.964 -13.126  0.96
H: -26.062 19.275 -11.514  0.58
H: -24.506 19.965 -10.990  -0.91
H: -25.190 22.084 -11.327  -0.22
H: -26.693 21.423 -10.707  0.40
H: -26.708 22.747 -12.999  0.38
H: -27.606 21.355 -13.135  0.33
H: -23.868 20.214 -13.215  -0.78
H: -25.181 19.015 -13.597  -0.04
C: -22.205 22.601 -12.090  1.82
C: -20.855 22.867 -12.863  1.55
C: -21.285 24.136 -13.614  -0.60
O: -22.252 24.837 -12.804  -0.55
C: -23.070 23.855 -12.093  -0.48
H: -21.916 22.310 -11.080  0.16
H: -22.735 21.715 -12.438  -1.70
H: -20.554 22.010 -13.464  -0.11
H: -20.105 23.158 -12.127  -1.12
H: -21.807 23.919 -14.546  0.24
H: -20.482 24.858 -13.762  0.30
H: -24.009 23.627 -12.598  0.26
H: -23.392 24.315 -11.159  0.35
C: -17.705 15.030 -8.889  -0.90
C: -17.844 16.180 -9.930  -0.04
C: -19.303 16.623 -9.776  1.03
O: -19.801 15.769 -8.699  -0.23
C: -19.082 14.542 -8.647  -0.72
H: -17.290 15.555 -8.028  0.32
H: -16.956 14.260 -9.073  0.42
H: -17.590 15.806 -10.921  0.36
H: -17.134 16.986 -9.742  -0.26
H: -19.841 16.410 -10.700  -0.38
H: -19.399 17.670 -9.490  -0.37
H: -19.386 13.780 -9.364  0.36
H: -18.965 14.028 -7.692  0.33
C: -23.248 20.526 -16.398  0.54
C: -22.303 19.871 -17.356  -0.37
C: -21.448 20.960 -17.924  -0.37
O: -22.040 22.211 -17.431  -0.48
C: -23.365 21.979 -16.946  -0.68
H: -22.657 20.731 -15.506  -0.68
H: -24.218 20.082 -16.177  0.58
H: -22.806 19.342 -18.166  0.39
H: -21.732 19.133 -16.794  -0.06
H: -21.450 20.885 -19.011  0.26
H: -20.434 20.963 -17.523  0.25
H: -23.978 22.045 -17.845  0.34
H: -23.704 22.676 -16.180  0.32

Results
total charge: -1
orbital gap: 5.189 eV
highest occupied orbital energy: -0.116 Ha
DFT total energy: -101194.9792 eV
2S+1: 1

(3)
The following is a quantum chemistry calculation of C4Ag10O12 as an isolated structure, from the Open Molecules 2025 dataset.

Each line ends with the natural charge from an NBO analysis.
CARTESIAN COORDINATES (ANGSTROEM)
Ag: -5.139 2.196 -0.073  0.25
Ag: -1.021 3.407 1.064  0.66
Ag: 1.554 0.524 -4.672  0.58
Ag: -3.490 -5.591 -0.811  0.14
Ag: 0.502 -1.087 3.857  0.67
Ag: -4.843 -1.597 -3.313  0.57
Ag: -0.629 -4.238 -4.869  0.54
Ag: 1.125 -4.984 -0.062  0.52
Ag: 3.518 -0.018 -0.018  0.41
Ag: -2.633 4.028 -4.163  0.37
C: 2.929 3.665 3.397  0.87
O: 2.527 2.615 3.176  -0.48
O: 3.886 3.692 4.227  -0.29
O: 2.420 4.694 3.148  -0.43
C: 4.521 -2.992 -3.660  0.89
O: 4.850 -1.853 -3.742  -0.46
O: 5.455 -3.770 -3.379  -0.41
O: 3.316 -3.380 -3.815  -0.61
C: -1.256 -0.555 -1.182  0.90
O: -0.893 -0.337 -0.017  -0.78
O: -1.256 -1.638 -1.887  -0.79
O: -1.548 0.448 -1.864  -0.73
C: -3.575 1.717 4.762  0.89
O: -2.792 0.983 5.485  -0.46
O: -3.526 2.898 4.641  -0.41
O: -4.002 1.173 3.769  -0.39

Results
total charge: +2
orbital gap: 2.004 eV
energy above the lowest of the compared OMol25 structures with the same formula, charge and spin: 2356.3 kJ/mol
highest occupied orbital energy: -0.370 Ha
DFT total energy: -68657.9673 eV
2S+1: 1

(4)
The following is a quantum chemistry calculation of C4BO8Sn as an isolated structure, from the Open Molecules 2025 dataset.

Each line ends with the natural charge from an NBO analysis.
CARTESIAN COORDINATES (ANGSTROEM)
Sn: -3.705 2.310 -3.294  1.76
O: 0.498 -2.022 3.168  -0.52
C: 0.659 -1.335 2.116  0.66
O: -0.253 -0.926 1.302  -0.65
B: 0.362 -0.132 0.247  1.15
O: 1.803 -0.185 0.502  -0.64
C: 2.035 -0.924 1.523  0.67
O: 3.129 -1.160 2.021  -0.50
O: -0.150 1.256 0.213  -0.53
C: -0.789 1.427 -0.886  0.74
O: -1.465 2.387 -1.304  -0.68
C: -0.727 0.119 -1.750  0.70
O: -0.014 -0.735 -1.048  -0.55
O: -1.384 -0.081 -2.810  -0.61

Results
total charge: +1
orbital gap: 1.933 eV
energy above the lowest of the compared OMol25 structures with the same formula, charge and spin: 150.8 kJ/mol
highest occupied orbital energy: -0.429 Ha
DFT total energy: -27027.9657 eV
2S+1: 1

(5)
The following is a quantum chemistry calculation of C4CaF2O5S as an isolated structure, from the Open Molecules 2025 dataset.

Each line ends with the natural charge from an NBO analysis.
CARTESIAN COORDINATES (ANGSTROEM)
O: 2.617 -1.983 0.155  -0.31
C: 2.098 -0.934 0.070  0.67
O: 2.110 0.025 1.086  -0.40
C: 0.879 0.595 0.981  0.81
O: 0.652 1.711 1.349  -0.56
C: 0.038 -0.045 -0.047  -0.70
S: -1.638 0.141 -0.231  2.35
O: -2.154 0.752 -1.424  -0.89
O: -2.179 0.615 1.028  -0.92
F: -2.121 -1.280 -0.251  -0.39
C: 0.849 -0.816 -0.808  0.59
F: 0.641 -1.438 -1.882  -0.16
Ca: -1.791 2.658 -0.025  1.92

Results
total charge: +2
orbital gap: 9.203 eV
highest occupied orbital energy: -0.711 Ha
DFT total energy: -49074.4169 eV
2S+1: 1

(6)
The following is a quantum chemistry calculation of a 2-piece molecular cluster, C4Cl2F5N overall, from the Open Molecules 2025 dataset.

Each line ends with the natural charge from an NBO analysis.
CARTESIAN COORDINATES (ANGSTROEM)
C: -1.872 0.961 0.662  0.16
C: -2.157 -0.510 0.406  0.76
C: 1.614 0.512 -0.166  0.20
C: 2.329 -0.502 -0.629  0.64
N: -1.864 2.083 0.821  -0.20
F: -2.079 -1.225 1.487  -0.28
F: -3.357 -0.657 -0.081  -0.28
F: 1.096 0.483 1.059  -0.31
F: 2.882 -0.339 -1.798  -0.29
F: 2.856 -1.467 0.056  -0.27
Cl: 1.464 2.125 -0.878  0.02
Cl: -0.913 -1.464 -0.940  -0.17

Results
SMILES: FC(F)=C(F)Cl.N#CC(F)(F)Cl
orbital gap: 8.697 eV
energy above the lowest of the compared OMol25 structures with the same formula, charge and spin: 0.0 kJ/mol
highest occupied orbital energy: -0.357 Ha
DFT total energy: -44267.0084 eV
2S+1: 1

Computed strongest force on any atom (hartree/bohr) in order:
0.1385 0.1282 0.2017 0.1346 0.0945 0.0648